No. 1
A structure of composition C35H50BN8Tc at a distorted geometry, computed with ωB97M-V/def2-TZVPD.

Each line ends with the Löwdin spin population.
Cartesian coordinates (Å):
Tc 0.7545 0.3493 -0.0032  2.484
C -4.3298 1.7286 1.1133  0.001
C -3.1420 1.7199 0.2211  0.005
C -2.9144 2.4805 -0.8974  0.001
C -1.6791 2.0287 -1.4099  0.008
N -1.1876 1.1000 -0.5986  0.033
N -2.0933 0.8897 0.3915  0.016
B -2.0814 -0.3682 1.2997  0.005
N -2.0930 -1.6830 0.4163  0.000
N -1.1982 -2.0367 -0.5619  -0.003
C -1.7274 -3.0151 -1.3166  -0.001
C -3.0088 -3.2710 -0.8579  0.000
C -3.1869 -2.4240 0.2342  0.000
C -4.4007 -2.3326 1.0568  0.000
C -1.0168 -3.7048 -2.4715  0.000
C -1.9889 -4.6758 -3.1840  0.000
C -0.5579 -2.6919 -3.5288  0.000
C 0.1579 -4.5779 -1.9186  0.000
N -0.9866 -0.2985 2.4198  0.011
N 0.3332 -0.1703 2.1562  0.066
C 0.9557 -0.2722 3.3276  0.017
C 0.0393 -0.4206 4.3596  0.005
C -1.1989 -0.4450 3.7486  0.012
C -2.5512 -0.5710 4.3758  0.002
C 2.4725 -0.2545 3.4546  0.002
C 2.9566 1.1337 3.0496  0.005
C 2.8762 -0.4987 4.9206  0.000
C 3.0546 -1.3583 2.5777  0.007
C -1.1016 2.3711 -2.7781  0.002
C -1.3023 1.1326 -3.6574  0.003
C 0.3884 2.7806 -2.6841  0.021
C -1.9137 3.5023 -3.3949  0.000
H -4.9816 2.5180 0.8238  0.000
H -4.8813 0.7875 1.0791  0.000
H -4.0746 1.8739 2.1478  0.000
H -3.5818 3.2402 -1.2724  0.000
H -3.1321 -0.3359 1.9025  0.000
H -3.7147 -3.9858 -1.2253  0.000
H -4.9686 -3.2566 1.0100  0.000
H -4.2195 -2.1600 2.1239  0.000
H -5.0801 -1.5706 0.7244  0.000
H -2.8404 -4.1449 -3.5883  0.000
H -1.4911 -5.2144 -4.0066  0.000
H -2.3997 -5.4266 -2.4923  0.000
H -1.4090 -2.1184 -3.8397  0.000
H 0.2655 -2.0557 -3.1908  0.000
H -0.1987 -3.2246 -4.4016  0.000
H -0.2200 -5.4785 -1.4265  0.000
H 0.8082 -4.9232 -2.7110  0.000
H 0.7365 -4.0497 -1.1672  0.000
H 0.2473 -0.4430 5.4237  0.001
H -2.4513 -0.6669 5.4681  0.000
H -3.1716 0.2929 4.1652  0.000
H -3.0658 -1.4532 4.0366  0.000
H 2.4673 1.8695 3.6930  0.000
H 4.0337 1.2332 3.1743  0.000
H 2.7190 1.3517 2.0107  0.004
H 2.5678 0.3288 5.5526  0.000
H 2.4763 -1.4213 5.3009  0.000
H 3.9554 -0.5916 5.0180  0.000
H 2.7506 -1.2741 1.5465  0.005
H 4.1409 -1.3371 2.5829  0.000
H 2.7363 -2.3385 2.9147  0.000
H -0.7335 0.2817 -3.2935  0.003
H -2.3554 0.8607 -3.6675  0.000
H -0.9869 1.3341 -4.6885  0.000
H 0.9469 1.9542 -2.2835  0.018
H 0.7815 3.0001 -3.6683  0.001
H 0.5048 3.6613 -2.0505  0.000
H -2.9444 3.1808 -3.5448  0.000
H -1.9430 4.3804 -2.7550  0.000
H -1.5105 3.8190 -4.3714  0.000
C 4.6972 -0.8401 -1.6541  -0.004
C 5.3898 0.3622 -1.7206  0.039
C 4.7411 1.4881 -1.2619  -0.003
C 3.4495 1.4016 -0.7667  0.038
N 2.7910 0.2235 -0.6806  0.031
C 3.4328 -0.8708 -1.1239  0.039
C 2.7539 2.5730 -0.2111  0.021
C 3.3214 3.8410 -0.1076  0.001
C 2.6248 4.8887 0.4581  0.021
C 1.3304 4.6384 0.9070  0.002
C 0.7945 3.3821 0.7539  0.021
N 1.5011 2.3732 0.2170  0.014
H 5.1253 -1.7635 -2.0506  -0.001
H 6.3783 0.4430 -2.1772  0.002
H 5.2175 2.4583 -1.3024  -0.001
H 2.8757 -1.7987 -1.0632  0.002
H 4.3299 4.0031 -0.4956  0.000
H 3.0679 5.8710 0.5810  0.001
H 0.7306 5.4266 1.3632  0.000
H -0.2098 3.1106 1.0339  0.001
C 0.2193 -1.6325 -0.4666  0.016
H 0.6733 -1.9104 -1.4090  0.010
H 0.6536 -2.3127 0.2630  0.008

## Properties
Frontier orbital gap (spin up / spin down): 6.5 / 6.0 eV
E_HOMO (spin up / spin down): -9.42 / -9.29 eV
Largest force on an atom: 1.291 eV/Å
Spin multiplicity: 4
E_tot: -1907.29503 hartree
Expectation value of S²: 3.77
LUMO (spin up / spin down): -2.92 / -3.30 eV
Charge: +1
Energy relative to the best compared isomer or geometry (same formula, charge and spin): 0.000 eV

No. 2
A structure of composition C35H50BrClIN4O6PRuS2Si at a distorted geometry, computed with ωB97M-V/def2-TZVPD.

Each line ends with the Löwdin spin population.
Cartesian coordinates (Å):
Ru 1.0362 -0.2318 0.5871  3.821
O -0.5143 -2.6550 3.8779  0.009
Cl -0.6359 -1.9167 2.6587  0.005
O -2.0077 -1.8390 2.2304  0.001
O -0.1054 -0.5497 2.8349  0.049
O 0.1889 -2.5135 1.5999  0.052
S 5.5538 -1.3051 4.1463  0.049
P 4.3477 -0.0624 3.2316  0.039
S 3.0303 -1.0150 1.9892  0.238
C 3.4626 0.9821 4.4336  0.002
C 4.2084 1.8435 5.2404  0.001
C 3.5707 2.6464 6.1758  0.000
C 2.1859 2.5809 6.3216  0.000
C 1.4488 1.7086 5.5346  0.000
C 2.0860 0.9115 4.5846  0.002
C 5.3143 1.1527 2.2558  0.004
C 4.7469 2.3590 1.8476  0.002
C 5.4896 3.2618 1.0954  0.000
C 6.8014 2.9638 0.7433  0.001
C 7.3667 1.7593 1.1420  0.000
C 6.6257 0.8554 1.8979  0.001
H 5.2871 1.8756 5.1320  0.000
H 4.1516 3.3176 6.7975  0.000
H 1.6876 3.2129 7.0503  0.000
H 0.3707 1.6404 5.6486  0.000
H 1.5106 0.2367 3.9675  0.001
H 3.7153 2.5709 2.0906  0.000
H 5.0367 4.1933 0.7722  0.000
H 7.3812 3.6692 0.1557  0.000
H 8.3896 1.5229 0.8678  0.000
H 7.0525 -0.0889 2.2169  0.000
C -3.5881 -3.9088 -0.0960  0.000
C -4.1901 -2.7336 -0.8872  0.003
C -5.5145 -3.1853 -1.5251  0.001
C -4.4761 -1.6125 0.1328  0.000
Si -2.9679 -2.1631 -2.2228  0.016
Br -1.2246 -1.3185 -0.9841  0.053
C -2.1066 -3.5665 -3.1979  0.003
C -3.1325 -4.4621 -3.9185  0.001
C -1.2479 -4.4702 -2.2858  0.000
C -1.1611 -2.9545 -4.2468  0.000
C -3.6241 -0.7661 -3.3469  0.002
C -4.4828 0.2132 -2.5227  0.000
C -4.4931 -1.3406 -4.4817  0.001
C -2.4814 0.0569 -3.9699  0.000
H -4.2623 -4.1506 0.7368  0.000
H -2.6135 -3.6539 0.3363  0.000
H -3.4836 -4.8083 -0.7079  0.000
H -6.1879 -3.5376 -0.7328  0.000
H -5.3795 -4.0070 -2.2380  0.000
H -6.0197 -2.3646 -2.0479  0.000
H -5.1000 -2.0338 0.9339  0.000
H -5.0131 -0.7690 -0.2971  0.000
H -3.5623 -1.2357 0.5946  0.000
H -3.7781 -4.9912 -3.2086  0.000
H -2.5938 -5.2211 -4.5025  0.000
H -3.7731 -3.9048 -4.6079  0.000
H -1.8544 -5.1421 -1.6805  0.000
H -0.6031 -3.8978 -1.6129  0.000
H -0.6011 -5.0922 -2.9186  0.000
H -1.7113 -2.4597 -5.0522  0.000
H -0.5675 -3.7592 -4.7000  0.000
H -0.4654 -2.2321 -3.8040  0.000
H -5.4133 -0.2515 -2.1828  0.000
H -4.7592 1.0593 -3.1684  0.000
H -3.9453 0.6114 -1.6553  0.000
H -5.2965 -1.9906 -4.1145  0.000
H -3.8997 -1.9100 -5.2043  0.000
H -4.9591 -0.5067 -5.0230  0.000
H -1.7718 0.3999 -3.2140  0.000
H -2.9159 0.9408 -4.4594  0.000
H -1.9230 -0.4962 -4.7254  0.000
N -0.1536 2.0419 -2.0388  0.000
C 1.2004 2.1976 -1.9323  0.009
C 1.8763 3.1070 -2.7671  0.004
C 3.2424 3.2293 -2.6658  -0.002
C 3.9335 2.4757 -1.7226  0.002
C 3.2048 1.6044 -0.9451  0.006
N 1.8758 1.4380 -1.0531  0.103
H -0.6611 2.7464 -2.5391  0.000
H -0.6432 1.6263 -1.2587  0.000
H 1.3040 3.6964 -3.4753  0.001
H 3.7744 3.9154 -3.3165  0.000
H 5.0055 2.5569 -1.5904  0.000
H 3.6944 0.9964 -0.1913  0.001
C 0.8139 3.9438 3.4413  0.001
N -0.1241 3.0859 2.7229  0.001
C -1.4736 3.1328 2.9932  0.001
C -2.3684 2.4654 2.2572  0.002
C -1.9037 1.7437 1.0721  0.008
O -2.6704 1.3793 0.1866  0.006
N -0.5332 1.5583 0.9598  0.064
C 0.3308 2.1712 1.7840  0.010
O 1.5505 1.9226 1.6867  0.083
H 0.8378 4.9426 3.0027  0.000
H 1.8030 3.5085 3.3853  0.000
H 0.5250 4.0157 4.4884  0.000
H -1.7528 3.7444 3.8424  0.000
H -3.4238 2.4758 2.4883  0.000
I 4.0296 -1.7383 -1.4247  0.052
C 1.9499 -1.5769 -1.0334  0.249
H 1.4903 -1.3180 -1.9808  0.017
H 1.6260 -2.5598 -0.6947  0.019

## Properties
Frontier orbital gap (spin up / spin down): 7.0 / 6.5 eV
E_HOMO (spin up / spin down): -4.73 / -5.49 eV
Largest force on an atom: 1.313 eV/Å
Spin multiplicity: 6
E_tot: -6888.08737 hartree
Expectation value of S²: 8.76
LUMO (spin up / spin down): 2.26 / 1.06 eV
Charge: -1
Energy relative to the best compared isomer or geometry (same formula, charge and spin): 0.634 eV

- Among the records above, which one has the lowest energy relative to the best compared isomer or geometry (same formula, charge and spin)?
  C35H50BN8Tc

- Number 2 is which compound?
  C35H50BrClIN4O6PRuS2Si

- Which of these has the lowest largest force on an atom?
  C35H50BN8Tc